No. 1
{
  "formula": "C18H24B3ClF4O17",
  "method": "the ωB97M-V functional and the def2-TZVPD basis",
  "symbols": ["Cl", "F", "F", "F", "F", "O", "O", "O", "O", "O", "O", "O", "O", "O", "O", "O", "O", "O", "O", "O", "O", "O", "C", "C", "C", "C", "C", "C", "C", "C", "C", "C", "C", "C", "C", "C", "C", "C", "C", "C", "B", "B", "B", "H", "H", "H", "H", "H", "H", "H", "H", "H", "H", "H", "H", "H", "H", "H", "H", "H", "H", "H", "H", "H", "H", "H", "H"],
  "xyz": [[-1.80, -2.29, -0.34], [-0.26, -4.78, -3.50], [3.38, 2.91, -5.12], [-1.86, 7.81, 3.39], [2.28, -3.61, 4.09], [-0.44, -0.61, 1.61], [5.96, -0.71, -5.04], [4.81, 1.19, -5.47], [0.48, 6.35, 1.32], [-1.71, 1.36, 1.48], [-0.97, -2.68, -3.93], [2.27, -3.92, 0.66], [3.98, -0.31, -4.05], [-3.17, -2.46, 4.58], [-0.58, 0.77, 3.51], [-1.69, 6.21, 1.80], [0.92, -1.76, -4.65], [-5.22, -2.59, 3.70], [-0.86, 5.09, 0.02], [3.60, -4.32, 2.40], [4.16, -5.11, 0.35], [-0.85, -0.45, -4.23], [-0.96, -1.81, 3.78], [-1.09, 6.79, 2.93], [5.02, -0.02, -4.86], [3.46, 1.56, -5.25], [0.24, 7.28, 2.38], [-2.08, -1.55, 4.81], [2.69, -3.33, 2.83], [-3.13, 1.51, -1.28], [-4.33, -1.94, 4.18], [-0.35, -1.52, -4.26], [3.42, -4.51, 1.06], [1.57, -3.45, 1.81], [-2.55, 0.10, -1.45], [1.23, -3.14, -4.39], [-2.39, -0.60, -0.10], [-0.16, -3.76, -4.37], [-0.71, 5.81, 0.94], [3.12, 0.83, -3.97], [-0.59, -0.52, 2.98], [-1.05, 1.73, 2.63], [-1.46, 0.09, 0.98], [-3.25, -0.50, -2.04], [-2.45, -0.52, 4.76], [2.87, 1.26, -6.12], [1.88, -3.53, -5.16], [-1.36, -2.50, 3.03], [1.06, 7.25, 3.09], [-4.40, -0.84, 4.29], [-1.72, -1.72, 5.83], [-0.89, 2.88, 2.90], [1.06, -2.52, 1.60], [0.13, 8.29, 1.97], [3.38, 1.43, -3.10], [-1.00, 6.04, 3.72], [2.08, 0.52, -3.92], [-1.59, 0.13, -1.95], [-2.38, 2.23, -0.96], [-0.12, -2.32, 4.26], [-3.56, 1.86, -2.22], [1.70, -3.24, -3.41], [-3.92, 1.51, -0.53], [3.20, -2.36, 2.84], [-0.52, -4.10, -5.35], [0.85, -4.20, 2.13], [-3.37, -0.71, 0.37]],
  "mulliken_charge": [-0.184, -0.267, -0.280, -0.287, -0.292, 0.169, -0.500, -0.329, -0.319, -0.494, -0.265, -0.317, -0.283, -0.367, -0.546, -0.298, -0.257, -0.479, -0.483, -0.347, -0.490, -0.521, -0.376, 0.346, 0.631, 0.326, -0.411, -0.522, 0.403, -1.234, 0.277, 0.643, 0.518, 0.195, -0.266, -0.433, -0.022, 0.308, 0.674, -0.126, 0.567, 0.593, -0.187, 0.386, 0.283, 0.269, 0.283, 0.291, 0.265, 0.313, 0.273, -0.214, -0.164, 0.273, 0.263, 0.233, 0.030, 0.073, 0.288, 0.288, 0.405, 0.267, 0.282, 0.319, 0.245, 0.217, 0.364],
  "gap_ev": 10.683,
  "lumo_ev": -0.014,
  "smiles": "CC[C@@H](Cl)B1OBOB(CCOC=O)O1.O=C1OC[C@@H](F)O1.O=C1OC[C@@H](F)O1.O=C1OC[C@@H](F)O1.O=C1OC[C@@H](F)O1"
}

No. 2
{
  "formula": "C44H121Cu2N11O15S",
  "method": "the ωB97M-V functional and the def2-TZVPD basis",
  "symbols": ["Cu", "Cu", "S", "O", "O", "O", "O", "O", "O", "O", "O", "O", "O", "O", "O", "O", "O", "O", "N", "N", "N", "N", "N", "N", "N", "N", "N", "N", "N", "C", "C", "C", "C", "C", "C", "C", "C", "C", "C", "C", "C", "C", "C", "C", "C", "C", "C", "C", "C", "C", "C", "C", "C", "C", "C", "C", "C", "C", "C", "C", "C", "C", "C", "C", "C", "C", "C", "C", "C", "C", "C", "C", "C", "H", "H", "H", "H", "H", "H", "H", "H", "H", "H", "H", "H", "H", "H", "H", "H", "H", "H", "H", "H", "H", "H", "H", "H", "H", "H", "H", "H", "H", "H", "H", "H", "H", "H", "H", "H", "H", "H", "H", "H", "H", "H", "H", "H", "H", "H", "H", "H", "H", "H", "H", "H", "H", "H", "H", "H", "H", "H", "H", "H", "H", "H", "H", "H", "H", "H", "H", "H", "H", "H", "H", "H", "H", "H", "H", "H", "H", "H", "H", "H", "H", "H", "H", "H", "H", "H", "H", "H", "H", "H", "H", "H", "H", "H", "H", "H", "H", "H", "H", "H", "H", "H", "H", "H", "H", "H", "H", "H", "H", "H", "H", "H", "H", "H", "H", "H", "H", "H", "H", "H", "H"],
  "xyz": [[-1.94, -1.41, 1.34], [1.68, 0.43, -2.29], [-0.13, 0.39, -0.45], [3.17, -3.81, 3.77], [-0.96, 0.63, 0.73], [0.20, 7.59, 0.70], [-4.02, -0.57, 2.74], [1.02, -0.45, -0.13], [3.30, 4.52, -5.12], [1.80, -6.75, -0.74], [-1.86, -6.50, 2.22], [2.71, -1.77, -3.45], [-0.89, -0.25, -1.57], [-5.29, -4.41, -1.78], [4.43, 3.65, -1.10], [0.31, 1.62, -1.05], [-4.61, 4.84, -2.70], [0.36, 1.23, 5.38], [3.84, 0.32, -0.99], [-1.26, 0.26, 3.29], [0.86, 3.93, 0.69], [1.47, 2.90, 3.47], [-3.49, -1.36, -0.64], [2.10, 2.56, -3.45], [0.37, -0.07, -4.23], [-2.99, 1.53, -1.73], [2.63, -3.07, -0.69], [0.35, -1.88, 2.15], [-1.95, -3.75, 1.61], [3.90, 5.78, -5.48], [-5.29, 5.73, -1.83], [-3.61, 0.77, 2.78], [-5.24, -5.66, -1.19], [0.88, -6.94, 0.26], [1.78, 1.12, 5.17], [1.40, -2.36, 3.08], [-3.97, -4.30, 2.79], [-4.77, -3.40, -0.90], [-1.02, -7.60, 2.59], [1.73, -4.18, -0.90], [2.00, -1.88, -4.71], [0.29, 8.62, 1.62], [3.62, 2.02, 3.69], [4.04, -2.19, -3.57], [-1.29, 4.89, 0.29], [4.01, 2.67, -0.20], [-3.19, 2.67, -2.56], [0.70, -2.45, 4.44], [-3.29, -2.53, -2.78], [1.95, 4.58, -4.72], [-2.46, 0.98, 3.72], [-4.21, -2.12, -1.59], [4.74, 1.37, -0.53], [4.25, -4.73, 3.48], [-2.00, 2.44, 3.86], [0.55, -1.47, -4.70], [0.76, 6.35, 1.15], [-4.25, 3.63, -1.95], [-0.21, -1.61, -6.12], [1.03, -4.08, -2.19], [-2.50, -4.12, 2.85], [-0.07, 3.14, -4.06], [2.27, -3.54, 2.73], [-1.72, -5.50, 3.19], [5.91, 1.36, -1.47], [-4.72, -1.01, 3.87], [3.50, 4.77, -1.24], [2.18, 1.68, 3.82], [-0.01, 0.57, 6.54], [2.54, -5.49, -0.83], [-3.58, 2.30, -4.01], [0.26, 5.22, 0.25], [1.43, 3.16, -4.58], [3.00, 2.97, -3.29], [-0.30, 2.28, -3.43], [1.12, -4.08, 0.00], [-3.98, -3.91, -0.35], [-6.15, 5.27, -1.34], [4.74, 5.48, -6.10], [3.35, 6.44, -6.15], [-2.60, -1.13, -1.05], [-4.20, -5.89, -1.00], [-5.44, -1.80, 3.65], [0.38, 6.15, 2.15], [-1.67, 4.44, -0.62], [-4.59, 6.00, -1.04], [2.31, 1.71, 5.92], [1.60, 2.52, -5.45], [0.51, 5.36, -0.80], [-4.40, -3.39, 2.38], [1.42, -2.48, 5.25], [-5.62, -3.26, -0.23], [-0.01, -1.66, 4.71], [-2.04, -4.56, 1.01], [-3.40, 3.19, -4.61], [2.86, -3.20, 1.88], [4.98, -4.42, 2.73], [2.19, -2.84, -5.19], [-5.79, -5.65, -0.25], [-1.19, -1.14, -6.10], [-2.23, -3.35, 3.57], [4.16, 1.09, 3.52], [1.68, -4.22, -3.05], [-0.51, 0.76, 3.74], [-4.32, -5.02, 2.04], [-0.46, -2.65, -6.32], [-3.81, -0.41, -0.80], [2.53, 4.35, -1.48], [-1.19, 0.62, 2.34], [-1.89, 5.79, 0.45], [6.72, 1.88, -0.97], [-1.33, 2.78, 3.07], [-4.66, 2.14, -4.05], [-0.61, 9.19, 1.40], [-2.02, -5.92, 4.15], [0.01, -7.27, 2.68], [1.12, 3.11, 2.54], [0.01, -1.08, 2.67], [-2.45, 1.90, -0.97], [-5.57, 6.67, -2.31], [-5.54, -6.45, -1.89], [1.86, 5.19, -3.82], [-0.08, -1.97, -3.97], [3.82, -5.73, 3.38], [0.59, -3.08, -2.22], [-2.68, -1.67, -3.07], [-0.96, -3.76, 1.82], [5.30, 1.05, 0.36], [2.53, -1.27, -5.45], [-2.84, 3.13, 3.83], [1.38, -6.80, 1.22], [3.90, 5.49, -1.95], [4.59, -1.53, -4.24], [0.13, -3.38, 4.38], [3.02, -2.81, -1.59], [-0.86, 3.14, -4.81], [-2.54, -3.31, -2.64], [3.34, 0.00, -0.16], [-1.49, 2.49, 4.83], [0.55, 0.94, 7.40], [4.05, -3.21, -3.95], [-2.43, 0.78, -2.13], [-0.08, 0.44, -4.98], [-1.58, 4.33, 1.18], [-1.17, -7.87, 3.63], [2.02, -1.48, 3.31], [0.64, 2.75, 4.02], [-3.22, 1.13, 1.82], [3.12, -5.66, -1.73], [-3.79, 3.98, -1.03], [1.44, 4.99, -5.59], [3.93, 3.02, 0.83], [2.94, 2.54, -0.37], [3.25, -5.42, 0.00], [-3.01, 1.55, -4.55], [-2.24, 3.18, -2.68], [-1.01, -8.36, 1.81], [1.66, -4.42, 2.50], [-4.55, -4.57, 3.67], [-5.41, -0.22, 4.15], [1.78, 4.07, 0.28], [0.05, -6.24, 0.14], [0.10, 8.35, 2.66], [0.29, -4.89, -2.19], [3.45, 5.48, -0.41], [2.19, -2.25, -0.30], [-0.28, 3.95, -3.36], [1.16, 9.28, 1.57], [5.74, 1.78, -2.46], [6.23, 0.36, -1.76], [-0.42, 0.04, -3.61], [-2.74, 0.57, 4.69], [0.38, -0.44, 6.42], [3.96, 2.70, 2.90], [-1.08, 0.62, 6.74], [0.59, 3.12, 0.16], [4.50, -2.17, -2.59], [-3.96, -2.83, -3.59], [2.25, 0.15, 5.32], [1.89, 0.94, 3.07], [-4.04, -1.25, 4.69], [4.41, -0.48, -1.24], [4.09, 2.36, 4.62], [0.62, -8.00, 0.28], [-5.03, -1.54, -2.00], [-0.69, -5.29, 3.48], [1.84, 6.47, 1.17], [0.87, -1.50, 1.37], [4.20, 6.39, -4.63], [1.55, 2.77, -2.62], [0.37, -1.19, -6.94], [-5.15, 3.11, -1.64], [-4.42, 1.44, 3.08], [4.87, -4.79, 4.38]],
  "mulliken_charge": [0.750, 1.320, -2.342, -0.463, 0.596, -0.310, 0.093, -0.226, -0.284, -0.475, -0.286, 0.500, -1.283, -0.454, -0.554, 1.650, -0.408, -0.279, 0.001, 0.889, 0.550, -0.539, 0.357, -0.484, 0.088, 0.088, -0.191, 2.870, 1.497, -0.833, -0.716, -1.066, -0.658, -0.207, -1.290, 0.838, -1.572, 0.385, -0.976, 2.665, -1.507, -0.860, -1.506, -1.126, -1.325, 1.568, 2.569, -1.161, -1.375, -1.013, 0.695, 0.361, 0.235, -0.769, -0.886, 1.375, -0.877, -0.762, -1.809, -1.214, 1.122, -1.397, -0.006, -1.040, -1.846, -1.045, 0.032, 2.142, -0.910, -1.175, -2.000, 1.339, 0.474, 0.256, -0.253, -1.241, -0.669, 0.306, 0.264, 0.342, -0.796, 0.218, 0.288, 0.366, -0.037, 0.222, 0.697, 0.534, -0.110, 0.050, 0.653, 0.445, -0.061, 0.171, 0.522, 0.533, 0.280, 0.603, 0.295, 0.438, 0.041, 0.338, 0.133, -0.632, 0.312, 0.451, 0.114, -0.258, -0.152, 0.513, 0.432, -0.325, 0.385, 0.293, 0.637, 0.288, 0.191, -0.961, -0.317, 0.302, 0.319, 0.179, -0.506, 0.297, -0.099, 0.235, -1.141, 0.316, 0.509, 0.602, 0.111, 0.256, 0.213, -0.179, -0.154, 0.589, 0.181, -0.537, 0.227, 0.343, 0.368, -0.101, 0.276, 0.231, 0.365, -0.020, 0.354, -0.335, 0.267, 0.154, 0.691, 0.434, -1.475, 0.407, 0.360, -1.292, 0.341, -0.063, 0.400, 0.449, -0.652, 0.189, 0.351, 0.707, 0.261, -0.546, 0.398, 0.270, 0.254, 0.485, -1.010, 0.316, 0.312, 0.373, 0.261, -0.322, 0.333, 0.589, 0.439, -0.904, 0.282, 0.121, 0.333, 0.223, 0.431, 0.436, 0.435, -0.894, 0.274, -0.801, 0.406, 0.585, 0.535, 0.317],
  "gap_ev": 8.168,
  "lumo_ev": 0.567
}

No. 3
{
  "formula": "C3H13N2O2S",
  "method": "the ωB97M-V functional and the def2-TZVPD basis",
  "symbols": ["S", "O", "O", "N", "N", "C", "C", "C", "H", "H", "H", "H", "H", "H", "H", "H", "H", "H", "H", "H", "H"],
  "xyz": [[-2.20, 0.48, 0.40], [-1.46, 3.08, 2.17], [-0.54, 2.98, -0.83], [1.67, -2.81, -0.98], [0.17, -0.43, -1.64], [1.26, -1.80, 0.02], [-0.06, -1.17, -0.37], [-0.59, -0.27, 0.75], [0.62, 0.45, -1.41], [2.00, -1.00, 0.13], [-0.74, -0.14, -1.99], [-0.79, -1.95, -0.61], [2.67, -2.98, -0.89], [-0.49, 3.48, 0.01], [-1.99, 2.51, 1.58], [-0.86, 2.42, 2.53], [1.17, -2.29, 0.99], [-0.60, -0.84, 1.68], [0.19, 0.50, 0.88], [1.56, -2.36, -1.89], [-0.98, 2.15, -0.54]],
  "mulliken_charge": [-0.624, -0.678, -0.711, -0.695, -0.713, -0.672, 0.069, -0.812, 0.284, 0.316, 0.281, 0.306, 0.217, 0.381, 0.244, 0.322, 0.344, 0.271, 0.374, 0.293, 0.206],
  "de_lowest_ev": 0.000,
  "charge": -1,
  "gap_ev": 7.261,
  "lumo_ev": 3.724
}

No. 4
{
  "formula": "C4H8O2",
  "method": "the ωB97M-V functional and the def2-TZVPD basis",
  "symbols": ["O", "O", "C", "C", "C", "C", "H", "H", "H", "H", "H", "H", "H", "H"],
  "xyz": [[-1.04, -1.11, 0.45], [0.62, -1.32, -1.87], [1.29, -0.37, -1.09], [0.34, 0.69, -0.50], [-0.59, 0.17, 0.55], [-1.10, 0.75, 1.67], [-1.02, 0.14, 2.57], [2.00, 0.13, -1.75], [-1.75, -0.87, 1.13], [-1.26, 1.80, 1.79], [0.92, 1.51, -0.06], [-0.26, 1.10, -1.33], [1.87, -0.84, -0.28], [-0.01, -1.77, -1.29]],
  "mulliken_charge": [-0.550, -0.522, -0.494, -0.344, 0.721, -1.283, 0.315, 0.322, 0.384, 0.268, 0.292, 0.232, 0.299, 0.360],
  "de_lowest_ev": 2.685,
  "gap_ev": 9.550,
  "lumo_ev": 0.801,
  "smiles": "C=C(O)CCO"
}